Record 1
Formula: C4H2O2Tb
Source: the Open Molecules 2025 dataset
Level of theory: ωB97M-V/def2-TZVPD

Each line ends with the Löwdin spin population.
Cartesian coordinates (Å):
1 O 0.500 1.234 -1.782  0.00
2 C -0.126 0.294 -1.385  0.00
3 H -0.670 -0.409 -2.050  0.00
4 C 1.769 -1.106 1.129  0.00
5 C 0.738 -0.722 0.604  0.00
6 C -0.405 0.008 0.157  0.00
7 O -1.085 0.735 0.867  -0.05
8 Tb -3.462 1.452 1.058  7.06
9 H 2.742 -1.486 1.401  0.00

- Energy relative to the best compared isomer or geometry (same formula, charge and spin): 0.0 kJ/mol
- Total charge: +2
- ⟨S²⟩: 16.52
- Gap between HOMO and LUMO (spin up / spin down): 6.674 / 6.744 eV
- HOMO (spin up / spin down): -17.343 / -17.349 eV
- Spin multiplicity: 8


Record 2
Formula: C4H8N3S
Source: the Open Molecules 2025 dataset
Level of theory: ωB97M-V/def2-TZVPD

Each line ends with the Löwdin spin population.
Cartesian coordinates (Å):
1 C -2.339 -0.040 -0.587  0.02
2 C -1.007 0.155 -0.823  0.02
3 C -1.178 -0.757 1.096  0.03
4 C 1.746 0.350 0.433  0.54
5 N -2.383 -0.699 0.617  0.00
6 N -0.257 -0.257 0.229  0.26
7 N 1.943 1.252 -0.526  0.15
8 S 2.605 -1.175 0.595  0.90
9 H -3.141 0.389 -1.130  0.00
10 H -0.635 0.754 -1.620  0.00
11 H -0.836 -1.341 1.964  0.00
12 H 1.673 0.898 1.323  0.01
13 H 2.011 2.191 -0.460  0.01
14 H -3.215 -1.295 0.996  0.00
15 H 1.962 0.886 -1.392  0.01
16 H 3.051 -1.311 -0.715  0.03

- Energy relative to the best compared isomer or geometry (same formula, charge and spin): 302.8 kJ/mol
- Total charge: +1
- ⟨S²⟩: 2.01
- Gap between HOMO and LUMO (spin up / spin down): 6.579 / 4.805 eV
- HOMO (spin up / spin down): -9.718 / -12.851 eV
- Spin multiplicity: 3


Record 3
Formula: C53H50N3NaOP2SSi
Source: the Open Molecules 2025 dataset
Level of theory: ωB97M-V/def2-TZVPD

Each line ends with the Löwdin charge.
Cartesian coordinates (Å):
1 Na -0.311 -1.469 -0.207  0.14
2 C -3.444 -0.189 -1.596  -0.26
3 Si -1.927 0.809 -0.926  0.62
4 C -1.249 1.551 -2.600  -0.30
5 C -1.267 2.915 -2.915  -0.11
6 C -0.833 3.407 -4.137  -0.09
7 C -0.377 2.540 -5.121  -0.09
8 C -0.303 1.187 -4.829  -0.12
9 C -0.690 0.706 -3.581  -0.39
10 P -0.381 -1.045 -3.156  1.07
11 C 1.442 -1.220 -3.185  -0.36
12 C 2.353 -0.261 -3.619  -0.07
13 C 3.716 -0.518 -3.579  -0.08
14 C 4.190 -1.734 -3.106  -0.09
15 C 3.293 -2.696 -2.668  -0.08
16 C 1.931 -2.436 -2.701  -0.12
17 C -0.872 -1.918 -4.690  -0.38
18 C -2.213 -1.819 -5.071  -0.11
19 C -2.693 -2.523 -6.162  -0.08
20 C -1.841 -3.345 -6.892  -0.09
21 C -0.508 -3.443 -6.525  -0.09
22 C -0.025 -2.732 -5.433  -0.10
23 C -2.933 2.300 -0.190  -0.32
24 C -3.843 2.987 -1.005  -0.13
25 C -4.605 4.045 -0.538  -0.08
26 C -4.472 4.463 0.783  -0.09
27 C -3.590 3.798 1.613  -0.11
28 C -2.842 2.721 1.138  -0.38
29 P -1.660 1.816 2.200  1.06
30 C -2.356 1.874 3.886  -0.39
31 C -3.723 1.739 4.130  -0.10
32 C -4.199 1.554 5.420  -0.09
33 C -3.320 1.491 6.491  -0.10
34 C -1.955 1.605 6.259  -0.10
35 C -1.479 1.789 4.970  -0.13
36 C -0.286 3.029 2.300  -0.35
37 C 0.797 2.836 1.446  -0.10
38 C 1.844 3.744 1.420  -0.09
39 C 1.828 4.853 2.254  -0.09
40 C 0.752 5.055 3.108  -0.08
41 C -0.299 4.151 3.125  -0.09
42 H -4.126 0.413 -2.202  0.02
43 H -4.014 -0.580 -0.748  0.01
44 H -3.138 -1.050 -2.195  -0.03
45 H -1.649 3.620 -2.185  0.09
46 H -0.874 4.472 -4.330  0.10
47 H -0.072 2.909 -6.091  0.10
48 H 0.069 0.495 -5.578  0.11
49 H 1.998 0.696 -3.980  0.10
50 H 4.413 0.241 -3.912  0.11
51 H 5.256 -1.923 -3.072  0.10
52 H 3.649 -3.647 -2.291  0.11
53 H 1.235 -3.193 -2.351  0.08
54 H -2.885 -1.175 -4.514  0.10
55 H -3.733 -2.426 -6.445  0.10
56 H -2.214 -3.898 -7.743  0.10
57 H 0.166 -4.072 -7.093  0.10
58 H 1.021 -2.820 -5.164  0.10
59 H -3.959 2.683 -2.039  0.10
60 H -5.301 4.545 -1.201  0.10
61 H -5.048 5.299 1.158  0.10
62 H -3.480 4.120 2.644  0.10
63 H -4.426 1.778 3.306  0.10
64 H -5.265 1.459 5.586  0.10
65 H -3.694 1.354 7.498  0.10
66 H -1.255 1.552 7.084  0.11
67 H -0.410 1.859 4.803  0.10
68 H 0.811 1.960 0.811  0.07
69 H 2.683 3.580 0.753  0.09
70 H 2.649 5.558 2.237  0.10
71 H 0.727 5.920 3.759  0.10
72 H -1.136 4.318 3.794  0.10
73 C 2.907 -3.592 2.055  0.01
74 C 2.404 -2.556 1.091  -0.36
75 O 1.247 -2.602 0.702  -0.01
76 C 3.326 -1.487 0.620  -0.17
77 C 4.700 -1.601 0.812  -0.03
78 C 5.551 -0.596 0.376  -0.07
79 C 5.027 0.526 -0.247  -0.07
80 C 3.656 0.646 -0.441  -0.07
81 C 2.809 -0.357 -0.009  -0.03
82 H 2.065 -4.189 2.396  0.09
83 H 3.400 -3.126 2.908  0.09
84 H 3.637 -4.240 1.564  0.09
85 H 5.112 -2.472 1.305  0.11
86 H 6.619 -0.687 0.526  0.11
87 H 5.689 1.313 -0.585  0.11
88 H 3.245 1.519 -0.931  0.11
89 H 1.743 -0.226 -0.119  0.09
90 C -1.201 -1.834 5.392  -0.01
91 C -0.072 -1.297 4.584  -0.32
92 C 1.250 -1.061 4.889  0.00
93 C 1.791 -0.431 3.744  -0.35
94 N 0.869 -0.310 2.798  0.10
95 N -0.241 -0.860 3.323  0.01
96 C 3.160 0.140 3.575  -0.03
97 H -0.845 -2.136 6.375  0.08
98 H -1.660 -2.703 4.917  0.08
99 H -1.973 -1.073 5.532  0.07
100 H 1.740 -1.264 5.826  0.11
101 H -1.115 -0.683 2.843  0.10
102 H 3.350 0.888 4.348  0.08
103 H 3.248 0.633 2.609  0.06
104 H 3.941 -0.618 3.651  0.07
105 S -0.922 -5.468 -3.060  1.02
106 C 0.059 -5.817 -1.703  -0.40
107 C -0.181 -4.910 -0.720  -0.26
108 N -1.118 -3.953 -1.019  -0.01
109 C -1.587 -4.144 -2.217  -0.49
110 H 0.742 -6.647 -1.691  0.06
111 H 0.304 -4.883 0.241  0.09
112 H -2.328 -3.506 -2.675  0.07

- Energy relative to the best compared isomer or geometry (same formula, charge and spin): 0.0 kJ/mol
- Gap between HOMO and LUMO: 5.435 eV
- HOMO: -5.596 eV


Record 4
Formula: C29H25N5O15S5V
Source: the Open Molecules 2025 dataset
Level of theory: ωB97M-V/def2-TZVPD

Each line ends with the Löwdin spin population.
Cartesian coordinates (Å):
1 V -0.063 2.009 0.678  1.03
2 O 0.072 -1.162 -2.051  0.00
3 S 0.875 -0.089 -1.550  0.00
4 O 2.222 -0.351 -1.170  0.00
5 O 0.095 0.580 -0.398  -0.02
6 C 0.879 1.207 -2.776  0.00
7 C 0.428 0.825 -4.029  0.00
8 C 0.457 1.717 -5.090  0.00
9 C 0.945 2.997 -4.899  0.00
10 C 1.373 3.391 -3.640  0.00
11 C 1.337 2.511 -2.568  0.00
12 S 1.702 3.266 -0.984  0.00
13 O 2.141 2.241 -0.042  0.01
14 O 2.583 4.363 -1.248  0.00
15 O 0.346 3.666 -0.485  0.00
16 H 0.029 -0.172 -4.149  0.00
17 H 0.088 1.407 -6.059  0.00
18 H 0.975 3.703 -5.720  0.00
19 H 1.730 4.396 -3.468  0.00
20 N -0.454 0.636 2.202  -0.01
21 C -0.452 1.249 3.527  0.00
22 C -0.254 2.745 3.385  0.00
23 O -0.267 3.541 4.279  0.00
24 O -0.040 3.090 2.100  -0.03
25 H -1.338 0.176 1.959  0.00
26 H 0.314 -0.050 2.147  0.00
27 H 0.380 0.860 4.111  0.00
28 H -1.393 1.087 4.045  0.00
29 O 5.630 -1.547 1.828  0.00
30 C 5.707 -0.218 2.000  0.00
31 C 6.983 0.355 1.992  0.00
32 C 7.147 1.718 2.158  0.00
33 C 6.042 2.542 2.335  0.00
34 C 4.777 1.978 2.346  0.00
35 C 4.578 0.610 2.189  0.00
36 C 3.154 0.118 2.229  0.00
37 O 2.248 0.930 2.502  0.00
38 N 3.023 -1.185 1.959  0.00
39 N 1.721 -1.624 1.961  0.00
40 C 1.541 -2.726 1.366  0.00
41 S 2.809 -3.604 0.487  0.00
42 C 1.701 -4.907 -0.127  0.00
43 C 0.293 -4.342 -0.216  0.00
44 S -0.036 -3.509 1.356  0.00
45 H 4.637 -1.764 1.814  0.00
46 H 7.832 -0.301 1.842  0.00
47 H 8.145 2.141 2.140  0.00
48 H 6.164 3.612 2.448  0.00
49 H 3.889 2.586 2.466  0.00
50 H 1.729 -5.765 0.546  0.00
51 H 2.063 -5.208 -1.111  0.00
52 H -0.453 -5.125 -0.354  0.00
53 H 0.212 -3.616 -1.025  0.00
54 O -1.729 2.404 -1.983  0.00
55 C -2.429 2.414 -1.000  0.00
56 C -3.924 2.678 -0.977  0.00
57 C -4.333 2.324 0.444  0.00
58 C -3.021 2.243 1.201  0.00
59 O -2.912 2.205 2.409  0.00
60 N -1.974 2.232 0.305  0.00
61 H -4.408 2.086 -1.749  0.00
62 H -4.068 3.740 -1.195  0.00
63 H -4.783 1.332 0.488  0.00
64 H -4.998 3.035 0.933  0.00
65 O -3.448 -1.412 -3.436  0.00
66 S -4.237 -1.211 -2.246  0.00
67 O -5.555 -0.645 -2.456  0.00
68 N -3.448 -0.440 -1.085  0.00
69 C -3.271 -1.190 0.011  0.00
70 O -2.734 -0.844 1.063  0.00
71 C -3.832 -2.591 -0.145  0.00
72 C -3.819 -3.622 0.777  0.00
73 C -4.390 -4.835 0.411  0.00
74 C -4.962 -5.003 -0.849  0.00
75 C -4.981 -3.960 -1.768  0.00
76 C -4.409 -2.763 -1.384  0.00
77 H -3.366 -3.466 1.747  0.00
78 H -4.391 -5.664 1.109  0.00
79 H -5.397 -5.960 -1.114  0.00
80 H -5.423 -4.080 -2.749  0.00

- Energy relative to the best compared isomer or geometry (same formula, charge and spin): 59.3 kJ/mol
- Total charge: -2
- ⟨S²⟩: 0.76
- Gap between HOMO and LUMO (spin up / spin down): 5.878 / 6.536 eV
- HOMO (spin up / spin down): -2.716 / -2.716 eV
- Spin multiplicity: 2